Record 1
The following is a quantum chemistry calculation of a structure of composition C24H50Cl2P2PdSi2 in a non-equilibrium geometry, from OMol25.

Structure (ORCA input):
```
! RIJCOSX wB97M-V def2-TZVPD def2/J DEFGRID3
* xyz 0 5
Pd 0.06071 -0.01843 -0.19120
C -2.46377 1.94865 0.18243
C -1.23716 2.54032 -0.22916
C -0.74639 1.76594 -1.34235
Si -0.29340 3.76152 0.82247
C -1.63163 0.65718 -1.55020
C -2.68190 0.74848 -0.54875
Si -3.81266 -0.61431 0.04113
H -3.12351 2.34060 0.95302
H 0.06706 2.02060 -2.02076
H -1.57638 -0.01545 -2.38317
Cl 3.89029 -2.95915 -1.10666
C -4.81066 -0.01163 1.51680
C -4.87529 -1.16618 -1.34718
C -1.35173 4.28110 2.28890
C 0.22064 5.18670 -0.20856
H -5.62665 -0.38449 -1.53857
H -5.40560 -2.08665 -1.06566
H -4.33285 -1.33972 -2.28458
H -4.19654 0.13246 2.42783
H -5.59176 -0.76847 1.72061
H -5.31283 0.94488 1.28143
H -0.67651 5.77108 -0.46388
H 0.71073 4.90557 -1.14827
H 0.89632 5.83575 0.36544
H -2.34396 4.62977 1.94695
H -0.84107 5.12900 2.78370
H -1.50272 3.46621 3.02472
C -2.64227 -1.98633 0.68237
C 1.18383 2.76927 1.52755
P -1.04110 -2.13844 -0.20465
H -3.16919 -2.95761 0.70888
H -2.33630 -1.72207 1.71247
P 1.84397 1.45038 0.43160
H 0.83284 2.21168 2.41669
H 1.98972 3.45908 1.83968
C 3.38678 0.84385 1.28817
C 2.54461 2.46962 -0.99799
C -1.61134 -2.70112 -1.91537
C -0.25083 -3.67882 0.48722
C 0.86849 -3.31879 1.47873
H 0.21039 -4.17001 -0.39895
C -1.23568 -4.63976 1.16194
H -1.72365 -4.16598 2.02323
H -0.65362 -5.49610 1.52549
H -1.99694 -5.02642 0.47823
H 1.77274 -2.97580 0.95995
H 1.12261 -4.21546 2.05892
H 0.53967 -2.53490 2.17669
H -2.25721 -1.86804 -2.25681
C -2.44496 -3.99852 -1.90238
C -0.43590 -2.87192 -2.87465
H -3.34819 -3.93742 -1.26969
H -1.82203 -4.86214 -1.60473
H -2.77400 -4.16492 -2.94362
H 0.10663 -1.93592 -3.04564
H -0.83571 -3.22027 -3.83634
H 0.26153 -3.63696 -2.50707
H 1.65665 3.00118 -1.39383
C 3.14119 1.57903 -2.08610
C 3.59552 3.51369 -0.56988
H 3.22207 4.23487 0.17812
H 3.85774 4.08017 -1.48085
H 4.51401 3.01890 -0.20571
H 2.39757 0.91486 -2.54094
H 3.97355 0.98156 -1.68988
H 3.54531 2.23280 -2.87062
C 3.13055 -0.50824 1.97567
C 3.96729 1.82911 2.30860
H 4.11409 0.68418 0.46042
H 3.25462 2.02239 3.12046
H 4.27910 2.77773 1.86216
H 4.85965 1.35871 2.74075
H 2.18547 -0.49137 2.53843
H 3.95052 -0.70345 2.67943
H 3.09664 -1.33069 1.24961
C 2.74614 -1.88190 -1.82215
H 2.88825 -1.80891 -2.91340
H 2.82158 -0.89297 -1.32911
H 1.72454 -2.22193 -1.55995
Cl -0.41775 -0.07123 2.22239
*
```

Values from the calculation:
**E_LUMO (spin up / spin down)**: 0.6 / -1.7 eV
**DFT total energy**: -3254.3378 Eh
**Orbital gap (spin up / spin down)**: 3.78 / 6.50 eV

Atom charges from the Mulliken analysis, given in e for atoms 1 to 8: atom 1 (Pd): 0.119, atom 2 (C): -1.949, atom 3 (C): 1.405, atom 4 (C): -1.163, atom 5 (Si): -0.199, atom 6 (C): -1.325, atom 7 (C): 1.354, atom 8 (Si): -0.164

=====

Record 2
The following is a quantum chemistry calculation of a structure of composition C21H36I2N2O3PdSi, from OMol25.

Structure (ORCA input):
```
! RIJCOSX wB97M-V def2-TZVPD def2/J DEFGRID3
* xyz 0 1
Pd 1.07949 -0.41090 0.23308
O 4.20845 -2.92647 0.59984
C 3.34512 -2.08241 0.72291
O 2.48605 -1.76482 -0.19319
C 3.30827 -1.28053 2.02253
C 4.25121 -1.54150 3.00549
C 4.24054 -0.77899 4.15875
C 3.29613 0.22919 4.28931
C 2.38779 0.41907 3.26423
N 2.38399 -0.32694 2.15850
H 4.96577 -2.33223 2.82931
H 4.96252 -0.96031 4.94422
H 3.26054 0.85944 5.16698
H 1.63523 1.19629 3.32227
I -0.48277 -2.57852 1.10003
I -2.13918 -4.30778 2.47201
C 1.37365 -1.97851 -2.84321
Si 0.52238 -0.51368 -2.04951
C 1.41494 1.09365 -2.62275
C 2.79128 1.16268 -1.93907
C 1.66304 1.05030 -4.13771
C 0.64365 2.36861 -2.26623
C -1.33411 -0.61520 -2.54707
C -2.27121 0.18644 -1.64220
C -1.49935 -0.11699 -3.99163
C -1.79065 -2.08162 -2.52861
H 1.07310 -2.06272 -3.89175
H 1.11496 -2.90680 -2.33294
H 2.45683 -1.87708 -2.79176
H 3.36489 0.24182 -2.06372
H 2.70357 1.35588 -0.86522
H 3.37180 1.98579 -2.37104
H 2.25881 0.18125 -4.42265
H 2.22188 1.94435 -4.43677
H 0.74031 1.03263 -4.71721
H 0.44712 2.43121 -1.19426
H -0.31239 2.43666 -2.78745
H 1.23333 3.24707 -2.55284
H -1.99321 1.24041 -1.58292
H -2.26994 -0.22077 -0.63050
H -3.29553 0.12313 -2.02895
H -1.30177 0.94984 -4.09435
H -2.53275 -0.29200 -4.31087
H -0.85015 -0.65311 -4.68784
H -1.71097 -2.52953 -1.53887
H -1.21816 -2.69650 -3.22426
H -2.84258 -2.13302 -2.83118
O -0.35137 1.06110 0.59880
C -1.06154 1.21615 1.61131
C -2.16872 2.23193 1.60510
C -3.55916 1.55337 1.50970
C -3.62091 0.11713 2.03438
C -3.21512 -0.07900 3.49323
C -1.84423 0.52310 3.83695
N -0.90426 0.49511 2.72170
H -2.00332 2.89440 0.75865
H -2.09729 2.83052 2.51439
H -3.85812 1.53695 0.46107
H -4.28600 2.17743 2.03407
H -2.99058 -0.52220 1.40935
H -4.63701 -0.25819 1.90177
H -3.20578 -1.15058 3.70249
H -3.95702 0.37006 4.15872
H -1.38027 -0.02520 4.65520
H -1.94820 1.55477 4.17386
H -0.27301 -0.29362 2.64833
*
```

Values from the calculation:
**E_LUMO (spin up / spin down)**: -1.3 / -1.3 eV
**DFT total energy**: -2169.9047 Eh
**ΔE to the lowest compared entry with this formula, charge and spin**: 0.0 kcal per mole
**Orbital gap (spin up / spin down)**: 6.80 / 6.81 eV

Atom charges from the Mulliken analysis, given in e for atoms 1 to 8: atom 1 (Pd): 0.122, atom 2 (O): -0.704, atom 3 (C): 0.203, atom 4 (O): -0.580, atom 5 (C): 0.558, atom 6 (C): -0.843, atom 7 (C): -0.264, atom 8 (C): -0.961

=====

Record 3
The following is a quantum chemistry calculation of a cluster of 2 separate species, C3H7O2S in total in a non-equilibrium geometry, from OMol25.

Structure (ORCA input):
```
! RIJCOSX wB97M-V def2-TZVPD def2/J DEFGRID3
* xyz -1 1
O -1.49892 -2.52988 -0.83041
C -0.77635 -1.62285 -0.48897
C -0.11089 -0.62415 -1.44323
C 0.39662 0.65637 -0.75138
S 1.63672 0.34499 0.50843
H -0.73884 -1.15731 0.50583
H -0.83931 -0.35303 -2.20261
H 0.72969 -1.15802 -1.89156
H -0.29500 1.44425 -0.47470
H 0.96170 1.02708 -1.63718
H 0.57260 1.97026 2.68696
H -0.02837 0.56872 2.77398
O -0.00964 1.43356 3.24485
*
```

Values from the calculation:
**E_LUMO**: 4.0 eV
**DFT total energy**: -667.1958 Eh
**ΔE to the lowest compared entry with this formula, charge and spin**: 29.8 kcal per mole
**Orbital gap**: 6.90 eV

Atom charges from the Mulliken analysis, given in e for atoms 1 to 8: atom 1 (O): -0.557, atom 2 (C): 0.283, atom 3 (C): -0.469, atom 4 (C): -0.720, atom 5 (S): -0.674, atom 6 (H): 0.133, atom 7 (H): 0.305, atom 8 (H): 0.218

=====

Record 4
The following is a quantum chemistry calculation of a structure of composition C18H43AlCaF6LiNNaO6PSi in a non-equilibrium geometry, from OMol25.

Structure (ORCA input):
```
! RIJCOSX wB97M-V def2-TZVPD def2/J DEFGRID3
* xyz 0 1
C -5.44913 2.36029 0.82822
C -5.47528 1.53097 2.17306
O -4.39062 1.86046 3.03651
C -3.13940 1.47442 2.46494
C -2.10401 1.13186 3.58214
C -0.61221 1.27618 3.11741
C 0.16301 -0.13908 3.27120
C 0.61125 -0.75122 1.81138
P -0.88431 -1.61923 0.89364
N -1.00575 -2.80177 2.25306
C 0.27028 -2.81649 -0.07635
C -0.37718 -3.38909 -1.40930
C 0.63662 -3.43498 -2.61561
O 0.01392 -2.94679 -3.81445
C -0.90100 -0.29019 -0.46478
C 0.37897 -0.13955 -1.33448
O 0.50448 1.25419 -1.74122
Si 1.85873 1.52159 -2.75913
C 2.57145 -0.03881 -3.57498
C 1.26805 2.68960 -4.15513
C 3.32070 2.41444 -1.90153
H -4.88067 3.33314 0.92272
H -6.49714 2.59957 0.54290
H -5.03237 1.79323 -0.03125
H -6.46713 1.74141 2.67444
H -5.47493 0.45380 1.87721
H -2.72778 2.25956 1.79103
H -3.33571 0.56186 1.85746
H -2.31828 0.08676 3.89562
H -2.26455 1.77497 4.47743
H -0.07116 2.11318 3.63515
H -0.59616 1.55121 2.03485
H 1.12809 0.10089 3.87348
H -0.40990 -0.85467 3.88394
H 1.46529 -1.50615 2.02224
H 1.04354 0.13643 1.22612
H -2.08082 -2.21900 0.31290
H -1.77611 -0.75695 1.66789
H -1.46043 -3.64015 1.91282
H -0.10971 -3.02341 2.68171
H 0.38336 -3.72203 0.56466
H 1.31526 -2.45667 -0.23694
H -0.67893 -4.44773 -1.22724
H -1.32214 -2.85662 -1.65198
H 1.00757 -4.45206 -2.83513
H 1.47950 -2.73647 -2.39657
H -0.66436 -2.30681 -3.59165
H -1.77239 -0.44361 -1.13368
H -1.06807 0.69903 0.03818
H 0.21725 -0.70703 -2.27810
H 1.33577 -0.39604 -0.82834
H 3.40072 0.16388 -4.27954
H 1.73738 -0.56578 -4.10058
H 2.88366 -0.74824 -2.76357
H 1.44458 3.75505 -3.89171
H 1.86745 2.42999 -5.05515
H 0.18947 2.48880 -4.29310
H 3.83621 3.01809 -2.68533
H 3.01210 3.10968 -1.09331
H 4.07942 1.67395 -1.54571
Li -5.33000 4.11544 2.30988
F -1.16020 1.13230 -9.07491
Al -1.24349 1.59923 -7.39133
F -0.71773 3.26045 -7.21563
F -0.19450 0.56052 -6.43869
F -2.88934 1.44436 -6.81546
C 5.56622 -0.73185 1.82764
C 5.62823 -0.81413 3.32843
O 4.53036 -1.69839 3.63895
C 4.29789 -2.44744 2.52266
O 3.56504 -3.40087 2.48951
O 4.99058 -1.99266 1.46933
H 6.54594 -0.60642 1.37133
H 4.90706 0.06776 1.47292
H 6.55513 -1.26447 3.68789
H 5.49769 0.15633 3.81029
Ca 2.34179 0.68244 2.94490
F -7.72533 4.99336 3.21955
Na 4.53078 -4.56203 3.65962
F -7.77256 2.35429 3.62463
*
```

Values from the calculation:
**E_LUMO**: -5.1 eV
**DFT total energy**: -3537.5078 Eh
**ΔE to the lowest compared entry with this formula, charge and spin**: 61.8 kcal per mole
**Orbital gap**: 1.27 eV

Atom charges from the Mulliken analysis, given in e for atoms 1 to 8: atom 1 (C): -0.959, atom 2 (C): -0.540, atom 3 (O): -0.475, atom 4 (C): -0.101, atom 5 (C): -1.000, atom 6 (C): 0.128, atom 7 (C): -0.321, atom 8 (C): -1.801

=====

Record 5
The following is a quantum chemistry calculation of an isolated molecule of C5H12NOS in a non-equilibrium geometry, from OMol25.

Structure (ORCA input):
```
! RIJCOSX wB97M-V def2-TZVPD def2/J DEFGRID3
* xyz 0 2
C 0.53873 -1.40736 2.09517
N -0.28376 -0.66403 1.15470
C 0.49578 -0.29921 -0.13647
C -0.27351 0.88847 -0.86048
C -0.59772 2.16753 -0.11987
S -1.75213 3.23462 -1.08220
C 0.40915 -1.58796 -1.10050
O -0.77512 -2.06950 -0.96002
H 1.21803 -0.63215 2.56639
H 1.46423 -1.98643 1.80521
H -0.11751 -1.97834 2.77960
H -1.01289 -1.40043 0.81581
H 1.47104 0.00783 0.19553
H 0.39201 0.98260 -1.79349
H -1.22971 0.34901 -1.36130
H 0.35018 2.61390 0.30192
H -1.04867 1.97914 0.86650
H -1.02538 3.33180 -2.15311
H 1.17983 -2.26593 -0.84436
H 0.59743 -1.26357 -2.16905
*
```

Values from the calculation:
**E_LUMO (spin up / spin down)**: 0.9 / -2.1 eV
**DFT total energy**: -725.7367 Eh
**ΔE to the lowest compared entry with this formula, charge and spin**: 52.9 kcal per mole
**Orbital gap (spin up / spin down)**: 9.88 / 6.91 eV

Atom charges from the Mulliken analysis, given in e for atoms 1 to 8: atom 1 (C): -0.872, atom 2 (N): -0.410, atom 3 (C): -0.083, atom 4 (C): -0.723, atom 5 (C): -0.710, atom 6 (S): -0.217, atom 7 (C): -0.435, atom 8 (O): -0.401

=====

Record 6
The following is a quantum chemistry calculation of a cluster of 2 separate species, C3H9NO3 in total in a non-equilibrium geometry, from OMol25.

Structure (ORCA input):
```
! RIJCOSX wB97M-V def2-TZVPD def2/J DEFGRID3
* xyz 0 1
C -0.02570 0.31409 1.10916
C -0.90580 0.15745 -0.07746
C -0.10260 0.35882 -1.44259
O 0.54048 -0.84977 -1.71933
O 0.71058 1.37442 -1.50020
N 0.62191 1.52036 0.96282
H 0.73109 -0.61933 0.93259
H -0.50891 0.09089 2.04856
H -1.78115 0.79239 0.02747
H -1.29305 -0.83959 -0.18033
H -0.89962 0.44486 -2.21230
H 0.67257 1.86084 -0.01623
H 0.90904 2.08467 1.74698
H 0.46382 -3.01503 0.84312
H 0.60445 -1.53648 -1.01802
O 0.26291 -2.13858 0.49577
*
```

Values from the calculation:
**E_LUMO**: -3.8 eV
**DFT total energy**: -399.9251 Eh
**ΔE to the lowest compared entry with this formula, charge and spin**: 186.0 kcal per mole
**Orbital gap**: 4.95 eV

Atom charges from the Mulliken analysis, given in e for atoms 1 to 8: atom 1 (C): 0.026, atom 2 (C): -1.159, atom 3 (C): 0.475, atom 4 (O): -0.547, atom 5 (O): -0.609, atom 6 (N): -0.241, atom 7 (H): 0.216, atom 8 (H): 0.448

=====

Among the records above, which one has the lowest DFT total energy? C18H43AlCaF6LiNNaO6PSi